one) 12
Properties=species:S:1:pos:R:3 method="wB97M-V/def2-TZVPD" mol_weight_g_mol=90.1 lumo_energy_ev="-0.68 / -0.82" orbital_gap_ev="8.2 / 7.9"
C -1.71 -0.99 -0.03
C 1.64 0.95 0.08
N -0.84 0.07 0.30
N 0.89 -0.15 -0.49
O -1.23 1.26 0.18
O 1.26 -1.34 -0.37
H -2.43 -0.82 -0.75
H -2.00 -1.37 0.95
H -0.89 -1.60 -0.40
H 0.87 1.73 0.07
H 2.42 1.36 -0.66
H 2.04 0.88 1.11

two) 12
Properties=species:S:1:pos:R:3 method="wB97M-V/def2-TZVPD" mol_weight_g_mol=90.1 lumo_energy_ev=0.69 orbital_gap_ev=10.2 smiles="NC=O.NC=O"
N -2.00 0.23 -2.16
C -2.00 0.11 -0.81
O -1.02 0.28 -0.13
H -2.77 -0.06 -2.73
H -1.37 0.86 -2.64
H -2.88 -0.34 -0.34
N 1.45 -0.51 1.15
C 2.59 0.00 1.65
O 3.19 0.96 1.21
H 0.92 -1.11 1.74
H 1.00 0.07 0.45
H 2.89 -0.47 2.61

Most stable: two). Least stable: one).